C39H35FeN3O2P2S2Se as an isolated structure. Source: OMol25; level of theory: the ωB97M-V functional and the def2-TZVPD basis.

Each line ends with the Löwdin charge.
Geometry (Å):
Fe1 -1.939627 0.810870 0.762850  0.44
C1 -5.176531 1.923017 -3.541275  -0.45
S1 -5.610100 2.751579 -2.006740  0.88
C2 -4.329028 2.246736 -0.932970  -1.08
S2 -3.039040 1.267053 -1.456370  0.67
N1 -4.480059 2.753448 0.266941  -0.10
N2 -3.522458 2.358761 1.150309  -0.10
C3 -3.587525 2.909116 2.308366  -0.07
C4 -2.675673 2.442655 3.344366  -0.25
C5 -2.792458 2.903148 4.651187  0.00
C6 -1.977489 2.362064 5.626716  -0.04
C7 -1.084402 1.367813 5.262636  -0.03
C8 -1.022616 0.974009 3.936183  -0.12
N3 -1.779261 1.507792 2.974232  0.05
H1 -5.982567 2.166316 -4.230797  0.03
H2 -4.235136 2.290479 -3.940940  0.02
H3 -5.128825 0.845415 -3.405013  0.02
H4 -4.344495 3.653376 2.531462  0.13
H5 -3.526560 3.659820 4.884345  0.12
H6 -2.048248 2.699569 6.651571  0.12
H7 -0.441108 0.893877 5.988302  0.11
H8 -0.347880 0.195266 3.616084  0.09
O1 -0.232099 -0.477552 1.510304  -0.42
P1 1.215720 -0.735322 1.214940  0.75
C9 1.421277 -1.153874 -0.539245  -0.27
P2 0.801566 0.248306 -1.519570  0.76
O2 -0.309083 0.940773 -0.784714  -0.45
C10 0.313090 -0.422830 -3.107687  -0.29
C11 0.930988 -1.549526 -3.646968  -0.10
C12 0.575474 -1.997200 -4.908644  -0.07
C13 -0.404462 -1.327023 -5.628184  -0.06
C14 -1.026112 -0.209852 -5.089961  -0.05
C15 -0.665580 0.250493 -3.833790  -0.07
C16 2.176865 1.364008 -1.808658  -0.28
C17 3.336676 0.926174 -2.445360  -0.08
C18 4.375382 1.811158 -2.672176  -0.07
C19 4.252337 3.136942 -2.275058  -0.07
C20 3.095971 3.576391 -1.653328  -0.06
C21 2.053012 2.691764 -1.418483  -0.07
C22 1.828206 -2.135570 2.148648  -0.27
C23 2.861020 -2.036482 3.073179  -0.07
C24 3.257657 -3.156830 3.788704  -0.06
C25 2.623394 -4.371796 3.584762  -0.06
C26 1.582238 -4.473754 2.670854  -0.06
C27 1.182973 -3.359734 1.955868  -0.07
C28 2.288009 0.672760 1.489307  -0.29
C29 3.644783 0.611855 1.169371  -0.09
C30 4.443640 1.728142 1.329242  -0.06
C31 3.894526 2.909397 1.813114  -0.06
C32 2.548044 2.975779 2.131111  -0.06
C33 1.742317 1.859307 1.965008  -0.07
H9 0.792110 -2.028417 -0.736004  0.07
H10 2.457232 -1.403887 -0.767982  0.08
H11 1.683029 -2.091300 -3.087153  0.10
H12 1.056537 -2.870381 -5.326934  0.11
H13 -0.686072 -1.680202 -6.610281  0.11
H14 -1.795782 0.304696 -5.647646  0.11
H15 -1.157720 1.116098 -3.409687  0.07
H16 3.431530 -0.101036 -2.775646  0.11
H17 5.275031 1.474022 -3.167068  0.11
H18 5.060696 3.830429 -2.461349  0.11
H19 3.000263 4.610528 -1.353673  0.11
H20 1.145342 3.020440 -0.931802  0.11
H21 3.355989 -1.088543 3.241682  0.10
H22 4.062324 -3.077925 4.505390  0.11
H23 2.935156 -5.242607 4.143916  0.11
H24 1.081919 -5.420161 2.520381  0.11
H25 0.353025 -3.437644 1.262324  0.11
H26 4.082316 -0.305907 0.794165  0.12
H27 5.492738 1.680472 1.074604  0.11
H28 4.521705 3.780263 1.938466  0.11
H29 2.121592 3.896459 2.502044  0.11
H30 0.682139 1.914768 2.187921  0.09
Se1 -3.340942 -1.058837 1.272218  0.96
C34 -3.015664 -2.389173 -0.015633  -0.60
C35 -2.219706 -2.139397 -1.135126  -0.14
C36 -1.993811 -3.142939 -2.059882  -0.06
C37 -2.556376 -4.399983 -1.871488  -0.06
C38 -3.354693 -4.650830 -0.764932  -0.07
C39 -3.592245 -3.649362 0.162355  -0.12
H31 -1.818468 -1.146323 -1.297346  0.03
H32 -1.393302 -2.937529 -2.937173  0.09
H33 -2.383257 -5.182112 -2.597484  0.11
H34 -3.800012 -5.625440 -0.627920  0.11
H35 -4.219364 -3.836324 1.022717  0.10

Cartesian forces (eV/Å) of the 6 atoms listed first:
Fe 0.4 0.6 -0.3
C -0.1 0.0 0.0
S 0.0 0.0 0.0
C 0.0 0.1 0.1
S 0.0 -0.1 -0.1
N 0.1 -0.1 0.1

Summary:
* multiplicity: 6
* frontier orbital gap (alpha / beta): 7.117 / 5.443 eV
* molecular weight: 838.62 Da
* electronic energy: -6966.066031 Ha
* highest occupied orbital energy (alpha / beta): -0.36078 / -0.35866 hartree
* net charge: +1

A 6-piece molecular cluster, CH12O6 overall in a non-equilibrium geometry. Source: OMol25; level of theory: the ωB97M-V functional and the def2-TZVPD basis.

Each line ends with the Löwdin charge.
Geometry (Å):
O1 -1.318588 3.672041 -0.285373  -0.01
C1 -1.394904 3.891006 -1.479101  -0.10
H1 -2.358371 3.889096 -2.013224  0.09
H2 -0.582885 3.822626 -2.093642  0.05
H3 1.422288 0.318233 1.161238  0.04
H4 1.145411 1.227959 2.470481  0.06
O2 0.749867 0.507551 1.903718  -0.13
H5 -1.676424 -2.422625 -0.815572  0.07
H6 -1.059796 -1.796246 0.395445  0.02
O3 -1.298235 -2.672227 0.067019  -0.07
H7 0.849955 -3.133490 0.051971  0.00
H8 1.581970 -4.397371 0.509517  0.07
O4 1.730190 -3.510752 0.117383  -0.06
H9 -2.086752 0.427162 0.503164  0.05
H10 -1.690527 1.326394 -0.584674  -0.01
O5 -1.922030 0.411641 -0.449537  -0.05
H11 2.611399 -1.894113 -0.215386  0.05
H12 2.947985 -0.571636 -0.952851  0.04
O6 2.966942 -0.926007 -0.045944  -0.11

Cartesian forces (eV/Å) of the 6 atoms listed first:
O -0.1 0.6 -0.9
C -2.5 -1.5 2.4
H -0.3 0.5 0.2
H 2.8 0.4 -1.7
H -1.2 0.4 1.8
H -0.5 -1.3 -1.1

Summary:
* frontier orbital gap: 10.974 eV
* molecular weight: 120.10 Da
* electronic energy: -496.690810 Ha
* highest occupied orbital energy: -0.39714 hartree
* structure (SMILES): C=O.O.O.O.O.O

C26H22F6N3O4PbS6 as an isolated structure in a non-equilibrium geometry. Source: OMol25; level of theory: the ωB97M-V functional and the def2-TZVPD basis.

Each line ends with the Löwdin charge.
Geometry (Å):
Pb1 -0.863391 3.175641 -1.025109  0.97
S1 0.985993 2.543552 1.422634  0.70
C1 1.983923 1.475950 0.684785  -0.75
N1 2.856429 0.732705 1.311106  -0.08
C2 3.596325 -0.292695 0.549925  -0.07
C3 2.623561 -1.057885 -0.315658  -0.08
N2 1.841760 -0.140434 -1.138995  -0.07
C4 1.121906 -0.568651 -2.355910  -0.11
C5 1.949579 -1.410907 -3.303515  -0.20
C6 3.277807 -1.097504 -3.593402  -0.05
C7 4.032921 -1.842075 -4.500187  -0.07
C8 3.475890 -2.962550 -5.064594  -0.08
C9 2.175454 -3.384099 -4.726807  -0.06
C10 1.439289 -2.623660 -3.830426  -0.03
C11 1.839610 1.135421 -0.802616  -0.65
S2 1.653108 2.414415 -1.952129  0.60
C12 3.285345 0.873775 2.729304  -0.10
C13 2.914949 -0.205871 3.688667  -0.23
C14 3.884584 -0.660089 4.513209  -0.05
C15 3.629070 -1.639160 5.477112  -0.06
C16 2.338528 -2.002250 5.693742  -0.07
C17 1.311989 -1.544512 4.836576  -0.06
C18 1.583382 -0.606169 3.889254  -0.02
H1 4.107821 -0.963798 1.281369  0.16
H2 4.371185 0.167619 -0.083510  0.15
H3 1.922002 -1.685660 0.263815  0.13
H4 3.186494 -1.638549 -1.067601  0.14
H5 0.702075 0.260841 -2.840613  0.03
H6 0.267275 -1.162291 -2.003206  0.13
H7 3.706053 -0.243773 -3.115402  0.10
H8 5.078865 -1.614694 -4.710677  0.12
H9 4.061182 -3.497443 -5.773205  0.10
H10 1.767841 -4.254469 -5.297608  0.13
H11 0.416028 -2.895704 -3.534627  0.12
H12 2.929632 1.830891 3.036950  0.09
H13 4.331557 0.965530 2.727307  0.11
H14 4.895869 -0.320839 4.321329  0.12
H15 4.478085 -2.033209 6.040116  0.12
H16 2.033431 -2.780126 6.343014  0.10
H17 0.343875 -1.965976 5.059838  0.11
H18 0.837957 -0.365361 3.141805  0.09
S3 -3.931289 -0.179010 -1.143795  1.03
C19 -4.292201 1.461772 -1.728380  -0.53
C20 -5.589162 1.891908 -1.543414  -0.11
C21 -5.963447 3.073455 -2.152644  -0.05
C22 -5.098542 3.818740 -2.958074  -0.06
C23 -3.856608 3.360815 -3.222439  -0.14
C24 -3.395697 2.196089 -2.547345  -0.74
S4 -1.750359 1.778143 -2.992097  0.48
H19 -6.311137 1.216825 -1.074195  0.11
H20 -6.966329 3.381996 -1.931682  0.11
H21 -5.357691 4.742360 -3.468179  0.12
H22 -3.089764 3.878701 -3.797471  0.10
F1 -2.010802 -2.373677 -0.393909  0.16
C25 -1.456367 -1.867322 0.672336  -0.68
F2 -1.710987 -2.639428 1.712130  0.19
F3 -0.112590 -1.844546 0.481171  0.11
S5 -1.972875 -0.162131 0.974769  0.59
O1 -1.206266 0.692760 0.117318  -0.43
O2 -1.802116 0.079101 2.365372  -0.23
N3 -3.580638 -0.115683 0.614330  -0.58
S6 -4.783176 0.260738 1.833407  0.73
O3 -6.041577 0.179092 1.162010  -0.24
O4 -4.495043 -0.504491 3.001167  -0.23
C26 -4.422508 2.081876 2.394486  -0.67
F4 -4.175851 2.903157 1.404090  0.17
F5 -5.560264 2.415469 3.001367  0.16
F6 -3.441953 2.157352 3.243613  0.20

Cartesian forces (eV/Å) of the 6 atoms listed first:
Pb 0.3 -0.1 0.0
S -0.5 0.7 -0.1
C 0.0 -0.5 -0.6
N 1.6 -1.4 0.7
C 0.1 -0.1 0.3
C -0.3 -1.0 -0.3

Summary:
* frontier orbital gap: 7.048 eV
* molecular weight: 954.07 Da
* electronic energy: -4650.098189 Ha
* highest occupied orbital energy: -0.40355 hartree
* net charge: +1

A 11-piece molecular cluster, BH24O10 overall in a non-equilibrium geometry. Source: OMol25; level of theory: the ωB97M-V functional and the def2-TZVPD basis.

Each line ends with the Löwdin charge.
Geometry (Å):
B1 -0.532257 0.204486 0.218000  -0.36
H1 -1.553257 0.951486 -0.332000  0.01
H2 -0.734257 -1.129514 0.346000  -0.01
H3 0.412743 0.246486 -0.604000  -0.07
H4 -0.280257 0.550486 1.456000  -0.02
O1 -0.920257 0.507486 -3.270000  -0.10
H5 -1.091257 0.496486 -2.290000  -0.01
H6 0.046743 0.512486 -3.305000  -0.01
O2 -3.897257 1.922486 -1.428000  -0.07
H7 -3.106257 1.564486 -1.133000  -0.09
H8 -4.412257 1.081486 -1.658000  0.08
O3 2.325743 1.833486 2.771000  -0.12
H9 1.317743 1.621486 2.775000  0.06
H10 2.621743 1.145486 2.171000  -0.04
O4 -2.564257 -3.420514 0.366000  -0.03
H11 -1.710257 -3.580514 0.096000  -0.03
H12 -2.966257 -3.208514 -0.483000  0.04
O5 0.096743 -2.218514 3.516000  -0.08
H13 -0.144257 -1.314514 3.757000  0.02
H14 -0.176257 -2.182514 2.581000  0.02
O6 2.027743 1.629486 -3.212000  -0.17
H15 2.631743 0.805486 -2.814000  0.12
H16 2.097743 2.085486 -2.268000  0.04
O7 1.811743 -2.268514 -1.086000  -0.07
H17 1.102743 -1.646514 -0.848000  -0.02
H18 1.779743 -2.519514 -2.007000  0.03
O8 -3.037257 -0.580514 2.309000  -0.17
H19 -2.365257 -0.767514 1.653000  -0.07
H20 -2.828257 0.259486 3.007000  0.15
O9 1.082743 3.089486 -0.729000  -0.09
H21 0.809743 2.087486 -0.931000  0.05
H22 1.994743 3.196486 -0.607000  -0.01
O10 3.382743 -0.250514 1.008000  -0.04
H23 2.600743 -0.448514 0.514000  0.00
H24 4.175743 -0.255514 0.461000  0.05

Cartesian forces (eV/Å) of the 6 atoms listed first:
B -0.9 -0.7 0.5
H 1.5 -1.4 1.0
H -0.2 1.7 -0.4
H 0.0 0.3 0.5
H -0.1 0.0 -1.6
O 0.0 -0.3 1.3

Summary:
* frontier orbital gap: 9.118 eV
* molecular weight: 194.99 Da
* electronic energy: -791.581064 Ha
* highest occupied orbital energy: -0.24921 hartree
* net charge: -1

C3H8N2O in the gas phase in a non-equilibrium geometry. Source: OMol25; level of theory: the ωB97M-V functional and the def2-TZVPD basis.

Each line ends with the Löwdin charge.
Geometry (Å):
C1 -0.966106 -0.641499 0.824817  -0.04
C2 1.031573 -0.357740 -1.005993  -0.05
C3 -0.221391 0.249717 -0.303824  -0.40
N1 0.228771 1.793964 1.309570  -0.02
N2 0.201198 1.491306 0.149330  -0.02
O1 1.042988 2.902572 1.536573  -0.02
H1 -0.389963 -0.517406 1.665371  0.02
H2 -2.026402 -0.464987 1.057000  0.07
H3 -1.016010 -1.707206 0.459120  0.08
H4 0.943796 -1.382464 -1.275308  0.07
H5 1.818116 -0.297910 -0.294310  0.07
H6 1.329606 0.115876 -1.836576  0.03
H7 -0.912298 0.295853 -1.205990  0.15
H8 1.190281 3.165304 0.642841  0.05

Cartesian forces (eV/Å) of the 6 atoms listed first:
C -0.3 -1.0 -3.6
C -1.2 -1.4 3.8
C -3.1 -3.1 -1.3
N 0.1 -0.8 1.9
N 1.3 2.5 -1.4
O -1.3 -0.6 0.8

Summary:
* frontier orbital gap: 10.749 eV
* molecular weight: 88.11 Da
* electronic energy: -303.745879 Ha
* highest occupied orbital energy: -0.35709 hartree
* structure (SMILES): CC(C)/N=N/O